Below is a molecular structure, C16H31NOP2Sr at a distorted geometry, with properties calculated with ωB97M-V/def2-TZVPD.

ORCA input file:
```
! wB97M-V def2-TZVPD RIJCOSX def2/J DEFGRID3
* xyz 0 1
P 1.772 -0.031 -1.033
P -1.902 0.222 -1.026
C 0.513 -0.853 -2.105
C -0.687 0.066 -2.455
H 0.209 -1.790 -1.594
H 1.105 -1.170 -2.976
H -0.294 1.046 -2.797
H -1.272 -0.404 -3.254
C -3.008 -1.248 -1.488
H -3.867 -1.362 -0.811
H -2.519 -2.230 -1.524
H -3.438 -1.136 -2.494
C -3.321 1.371 -0.744
H -4.169 1.023 -1.344
H -3.158 2.456 -0.825
H -3.615 1.244 0.311
C 3.138 -1.256 -1.271
H 4.081 -0.944 -0.808
H 3.303 -1.303 -2.355
H 2.930 -2.275 -0.914
C 2.420 1.421 -1.851
H 1.772 1.838 -2.637
H 3.341 0.998 -2.292
H 2.655 2.188 -1.098
Sr -0.424 2.767 -1.044
C -1.527 -1.491 1.387
C -1.058 -2.588 0.750
C 0.263 -3.191 0.975
C 1.066 -2.606 2.186
C 1.995 -1.489 1.901
C 1.650 -0.209 1.578
C 0.264 0.401 1.483
C -0.856 -0.359 2.169
C 1.451 3.675 0.831
H -2.582 -1.236 1.200
H -1.663 -3.111 -0.033
H 0.830 -3.106 0.049
H 0.154 -4.275 1.136
H 0.306 -2.346 2.956
H 1.739 -3.415 2.568
H 3.033 -1.826 2.155
H 2.455 0.505 1.419
H -0.066 0.523 0.417
H 0.328 1.408 1.918
H -0.516 -0.653 3.163
H -1.636 0.378 2.382
H 1.344 4.624 0.250
H 2.508 3.387 0.955
H 0.947 3.716 1.819
O -2.241 4.310 2.776
C -1.992 4.233 1.614
N -1.759 4.101 0.426
*
```

Values from the calculation:
Total energy, a.u.: -1471.45210
Strongest force on any atom, eV/Å: 3.1
LUMO level, eV: -0.795
Frontier orbital gap, eV: 5.434
HOMO level, eV: -6.229
Relative energy (zero: lowest compared OMol25 entry of this formula, charge and spin), kcal/mol: 0.0